1.
A 3-piece molecular cluster, C15H38N2O6S overall, computed with the ωB97M-V functional and the def2-TZVPD basis.

F_max = 0.3 eV/Å
highest occupied orbital energy = -0.2849 hartree
LUMO level = 0.54 eV
ΔE to the lowest compared entry with this formula, charge and spin = 0.000 eV
Kohn-Sham gap = 8.30 eV
E = -42266.83055 eV

```
! RIJCOSX wB97M-V def2-TZVPD def2/J DEFGRID3
* xyz 0 1
H 1.489 0.001 -3.453
H 0.308 -5.419 -1.339
C 2.408 0.335 2.846
H 2.532 0.457 0.225
H 1.445 -4.869 -2.565
H -4.384 2.168 3.639
C -5.029 1.546 3.017
H -0.431 -4.431 -4.989
O 6.751 1.377 1.629
C -3.656 2.255 0.116
H -0.613 -3.159 -6.191
H 4.684 2.364 3.846
C 1.910 -0.341 0.643
C 1.993 -0.856 -3.902
H -0.622 1.672 3.457
H 2.117 -2.031 -2.121
H -1.119 -3.363 -1.790
C -0.129 -3.417 -5.247
O 5.835 1.227 2.722
H -4.297 1.622 -0.503
H -3.852 4.171 1.151
H 0.420 -3.060 -1.020
C -4.390 3.568 0.419
H 5.782 3.269 2.733
H -5.774 2.192 2.554
H 0.947 -3.421 -5.423
C -0.039 -3.380 -1.961
H -0.494 -1.399 -4.617
C -0.522 -2.396 -4.171
H -2.550 2.968 2.603
H 1.684 -0.928 -4.946
H 2.480 -1.275 0.680
O 1.860 2.873 1.093
C 1.687 -2.127 -3.123
O 2.277 1.695 3.288
C -2.167 2.106 2.032
H -0.210 -5.293 -3.015
H -1.061 0.298 2.446
C 5.124 2.406 2.847
O 1.432 0.010 1.931
H -4.475 4.158 -0.495
H -2.116 0.798 3.780
H -5.399 3.398 0.793
O 4.114 2.463 1.849
H 2.213 -2.970 -3.600
H -5.558 0.858 3.680
H -1.428 2.507 1.334
C -4.219 0.749 1.985
H 2.285 -0.247 3.760
H 7.593 1.302 2.098
H -1.563 -2.554 -3.878
C -1.459 1.156 2.985
H -4.899 0.297 1.258
N 0.265 -2.361 -2.949
C 0.402 -4.821 -2.247
S 2.616 2.946 2.315
H 1.034 -0.460 0.008
H 3.412 0.183 2.436
N -3.194 1.455 1.235
H -3.741 -0.088 2.499
H -2.777 2.486 -0.493
H 3.067 -0.669 -3.893
*
```

***

2.
C18H40As3F5N2O4STeTi as an isolated structure at a distorted geometry, computed with the ωB97M-V functional and the def2-TZVPD basis.

F_max = 1.1 eV/Å
highest occupied orbital energy = -0.4994 hartree
LUMO level = -7.32 eV
ΔE to the lowest compared entry with this formula, charge and spin = 0.341 eV
Kohn-Sham gap = 6.27 eV
E = -267822.29013 eV

```
! RIJCOSX wB97M-V def2-TZVPD def2/J DEFGRID3
* xyz 2 1
H 0.619 2.296 4.112
C 1.413 -0.740 3.969
H 2.237 -0.039 4.093
N 4.840 0.339 0.289
Ti 0.773 0.622 0.429
O 0.915 2.557 1.155
H 4.985 2.073 1.472
O -1.328 3.533 1.539
H -0.272 -2.891 4.113
H 6.017 0.726 1.998
H 5.659 3.260 -0.859
As -1.074 -2.353 -0.137
As 0.026 0.160 2.955
F 1.633 -0.942 -2.067
H -1.675 -0.849 4.362
H 0.655 -4.957 5.399
C 5.323 0.032 -1.094
H 7.545 1.071 0.139
S -0.406 3.027 0.589
H -0.531 1.342 5.081
H -0.143 -4.639 -0.562
C -0.289 1.697 4.080
H -2.427 -0.200 2.922
C 6.283 2.384 -1.045
H 4.592 -0.628 -1.560
H 1.021 -1.002 4.951
H -3.573 -3.657 3.305
N 2.562 -0.272 0.944
C -0.732 -3.250 3.190
C 3.651 0.022 0.607
C -3.170 -2.695 3.620
H 5.975 1.110 -2.801
H -2.943 -2.773 4.684
As -1.158 -5.157 3.638
H -2.500 -1.029 -1.708
C -0.076 4.223 -0.654
H 0.676 -6.561 4.668
F -0.649 1.327 -4.168
H 0.250 -5.837 1.590
F 1.609 1.438 -1.050
H -3.002 -1.635 1.074
C 5.483 1.336 -1.855
C -2.232 -2.083 -1.638
H 4.490 1.714 -2.101
H -3.141 -2.656 -1.450
H -2.846 -3.382 1.191
H -0.954 -7.070 1.997
H 1.777 -1.624 3.454
H 7.137 2.734 -1.623
H 7.255 2.628 0.873
H -3.946 -1.939 3.492
H 0.054 -3.216 2.423
H 0.700 4.878 -0.262
H 0.608 -3.366 -1.579
O -0.180 -0.902 0.119
H 1.096 -3.541 0.123
C -0.781 -5.999 1.905
H -1.098 2.307 3.686
O -0.857 1.734 -0.092
Te 0.316 0.244 -2.944
H -1.771 -2.430 -2.562
F 0.300 -1.120 -4.197
C -1.624 -0.855 3.270
C 0.269 -3.634 -0.578
H -1.474 -5.629 1.147
C -2.311 -2.440 1.348
C 5.648 1.276 1.133
H -0.997 4.776 -0.820
H 1.405 -5.196 3.800
H 6.259 -0.513 -0.986
F 1.805 1.033 -3.676
C -1.900 -2.315 2.829
H 0.267 3.722 -1.555
C 0.586 -5.497 4.455
C 6.783 1.837 0.291
*
```

***

3.
A 2-piece molecular cluster, FH4NSi overall at a distorted geometry, computed with the ωB97M-V functional and the def2-TZVPD basis.

F_max = 4.2 eV/Å
highest occupied orbital energy (alpha / beta) = -0.3609 / -0.2743 hartree
LUMO level (alpha / beta) = -0.41 / -0.49 eV
ΔE to the lowest compared entry with this formula, charge and spin = 5.056 eV
Kohn-Sham gap (alpha / beta) = 9.41 / 6.97 eV
E = -12146.88217 eV

```
! RIJCOSX wB97M-V def2-TZVPD def2/J DEFGRID3
* xyz 0 1
H -1.389 -0.159 -1.296
H 2.319 0.149 -0.359
Si -1.189 -0.559 0.003
H -0.949 -1.807 0.570
N 1.783 0.401 0.387
F -2.059 0.669 0.533
H 1.485 1.307 0.161
*
```

***

- Which value of F_max does entry 3 give?
  4.2 eV/Å

***

- What is the E in the first record?
  -42266.83055 eV